1.
DFT (the ωB97M-V functional and the def2-TZVPD basis) results for C56H29BaBrCl2N12O2 as an isolated structure in a non-equilibrium geometry.

The value obtained for the total energy is -6479.11385 a.u. The value obtained for the orbital gap (spin up / spin down) is 5.116 / 5.058 eV. The calculation puts the HOMO energy (spin up / spin down) at -1.80 / -1.68 eV.

```
! RIJCOSX wB97M-V def2-TZVPD def2/J DEFGRID3
* xyz -2 1
C 2.387 -2.931 1.063
O -2.334 2.171 0.478
C 1.569 0.160 4.410
H 2.930 -0.945 6.781
H -6.599 2.697 -0.912
C 1.978 0.677 5.744
H 5.477 -0.116 0.943
N 0.991 3.121 1.751
C -0.878 5.779 0.037
C 1.975 -1.499 2.833
C -0.459 -1.919 -4.926
Cl -7.669 0.079 -0.954
N 1.073 3.215 -0.589
C 2.996 0.921 7.885
H 2.186 -6.226 0.419
C -0.434 -1.418 -2.067
H 5.723 4.025 2.092
C 5.073 0.892 0.938
H 1.441 -4.114 4.099
N 0.603 3.455 4.083
C -0.534 0.573 -5.263
C -5.186 -1.631 -0.110
N -0.497 -3.100 -6.998
H -0.486 0.417 -6.331
C 0.433 3.779 2.771
N 1.755 -1.136 4.082
C -0.382 -2.966 -3.970
C 2.027 -2.939 2.403
N -0.430 -2.032 -6.298
C 1.731 -4.120 3.054
C -0.543 -0.309 -3.038
C 2.663 0.106 6.803
H 1.710 3.895 6.796
C -0.469 -5.515 -7.008
H -2.870 -3.500 -5.738
C 0.689 3.753 0.591
C 1.634 2.020 5.752
H -0.609 -7.656 -7.166
H -2.499 7.492 2.488
C -5.820 2.016 -0.588
C 2.559 -1.493 0.713
C -2.385 -6.790 -6.342
H 3.534 0.503 8.729
C -1.083 -4.322 -6.613
H -2.268 7.406 0.034
Cl -4.278 4.245 -0.421
C -1.106 -6.742 -6.866
C 1.807 -5.307 2.322
N 2.805 -1.021 -0.469
H -1.259 5.892 3.937
C -0.695 1.969 -3.328
C -5.054 -0.224 -0.119
Br -3.271 -8.469 -6.168
C -2.962 -1.788 0.750
C -0.502 -0.557 -4.418
C 3.336 2.463 0.296
C -0.618 1.827 -4.722
H 0.527 -5.460 -7.440
H 6.662 1.738 2.101
C -4.558 2.529 -0.253
N 2.006 1.108 -1.060
H 3.581 4.510 0.941
C 2.456 -4.095 0.324
H -2.126 -2.381 1.111
C -3.801 0.306 0.279
H -4.216 -3.492 0.300
C -2.374 -4.410 -6.060
C -0.322 4.926 2.254
H -0.306 -3.980 -4.318
C 5.730 1.930 1.580
C -6.071 0.677 -0.523
C -3.495 1.730 0.188
H -4.029 -5.672 -5.536
C -1.699 6.714 0.645
H 2.709 -4.067 -0.731
H -0.635 2.705 -5.355
H -6.110 -2.075 -0.454
H -0.775 2.949 -2.864
N -2.793 -0.489 0.732
C -0.354 -2.741 -2.624
C 2.653 2.276 7.888
C -4.146 -2.409 0.309
O -0.417 -1.211 -0.842
N 2.282 -0.706 1.800
C 2.110 2.366 -0.511
C 1.971 2.842 6.815
C 5.195 3.231 1.574
C 3.998 3.509 0.935
H -0.248 -3.562 -1.920
C -1.834 6.760 2.042
C 3.870 1.173 0.298
H 2.938 2.895 8.732
C -1.151 5.871 2.857
N -0.661 0.938 -2.517
H -0.788 5.726 -1.043
C -3.027 -5.628 -5.943
C 2.159 -5.294 0.972
C -0.193 4.881 0.851
C 1.034 2.276 4.426
H 1.575 -6.251 2.802
N 1.000 1.110 3.682
C 2.927 0.348 -0.485
Ba -0.157 1.135 0.387
*
```

---

2.
DFT (the ωB97M-V functional and the def2-TZVPD basis) results for C56H34Cl4N5Os as an isolated structure.

The value obtained for the total energy is -4359.19224 a.u. The value obtained for the orbital gap (spin up / spin down) is 5.152 / 5.504 eV. The calculation puts the HOMO energy (spin up / spin down) at -8.85 / -10.28 eV.

```
! RIJCOSX wB97M-V def2-TZVPD def2/J DEFGRID3
* xyz 1 5
Cl 6.534 2.680 6.549
N 0.095 0.831 -1.418
C -0.160 -1.326 4.450
H 1.203 0.516 -4.527
N -1.862 0.599 0.821
C -3.916 3.124 -0.482
C -3.768 -2.787 3.440
C -2.872 -0.377 0.436
C 3.738 0.563 3.670
H 2.279 -3.418 -5.669
H 4.622 0.028 -3.014
H 4.625 -1.675 -1.175
H -4.063 4.200 -0.491
C 2.674 -0.664 -0.799
H -0.574 2.724 2.100
C 2.787 -2.669 -5.077
H -5.367 -3.921 4.121
C 1.428 -0.278 3.251
C -1.844 4.524 -3.120
Cl 4.889 -3.067 -6.720
C 3.254 1.287 4.775
C -0.363 1.658 -3.480
H 2.189 1.366 4.931
C -4.959 0.849 -0.601
H -1.881 6.297 -4.338
N 0.262 -0.235 2.522
C 4.205 -0.892 0.825
C -2.356 5.354 -4.105
C -3.496 4.962 -4.793
C -4.577 -3.845 3.385
C -2.546 2.559 -0.523
C -0.709 -0.885 3.262
C -2.647 -0.029 1.914
H 1.922 -1.105 5.225
H 5.581 0.010 2.677
C -1.647 -3.718 2.363
H 1.138 -2.341 -3.752
H -4.064 0.980 3.351
H 5.753 -1.041 -4.935
C -2.463 3.315 -2.810
H -4.041 -2.613 0.735
C -0.253 -3.523 1.852
C -2.511 -4.172 1.130
H -4.075 1.992 -3.300
H -1.917 -4.551 0.303
C 0.675 0.768 -3.622
C -2.062 2.048 0.820
H -1.666 -4.396 3.213
C 3.029 -0.306 1.378
C 2.115 -0.511 -2.062
H 0.494 -4.198 2.257
H 3.701 2.493 6.491
C 2.815 -1.112 -3.228
C -4.965 2.309 -0.406
N -0.688 2.529 1.110
C 5.986 1.163 4.384
C -0.777 -1.658 0.339
C 2.155 -2.065 -4.003
C -3.596 2.939 -3.516
Os 0.116 0.180 0.531
C 0.096 -2.730 0.837
H -5.955 2.750 -0.354
H -3.943 -2.065 4.230
C -0.721 1.695 -2.122
C 4.751 -1.335 -4.657
H -4.449 -1.114 -0.756
H 5.084 -1.190 1.365
H 1.114 -2.762 0.468
C -4.123 -0.165 -0.343
C -1.879 2.486 -1.696
C -3.043 2.262 1.955
C -3.627 -5.123 1.445
C -2.985 -2.719 0.983
H -0.687 -1.872 5.219
C 4.114 -0.747 -3.576
H -0.460 3.359 0.575
Cl -5.759 -6.150 2.643
C 5.133 0.534 3.501
C -2.136 -1.681 0.302
C -2.032 -1.098 2.736
C -4.514 -4.950 2.421
C 5.469 1.867 5.462
Cl -4.148 5.991 -6.022
H -3.427 3.240 2.207
C -2.615 -2.476 2.521
C 2.755 0.005 2.731
H -4.996 3.463 -5.064
C 4.087 -2.305 -5.391
H -0.831 2.232 -4.261
C -4.114 3.757 -4.510
C 0.976 0.279 -2.339
H 7.056 1.117 4.236
H -5.847 0.528 -1.140
C 3.965 -1.169 -0.490
C -3.380 1.112 2.525
C 1.185 -0.914 4.462
C 4.100 1.931 5.657
H -0.945 4.818 -2.590
N 2.088 -0.207 0.368
H -3.709 -6.009 0.829
*
```

---

3.
DFT (the ωB97M-V functional and the def2-TZVPD basis) results for C56H34N8PdS as an isolated structure.

The value obtained for the total energy is -3117.99274 a.u. The value obtained for the orbital gap (spin up / spin down) is 5.462 / 4.938 eV. The calculation puts the HOMO energy (spin up / spin down) at -11.71 / -13.26 eV.

```
! RIJCOSX wB97M-V def2-TZVPD def2/J DEFGRID3
* xyz 2 5
H 2.831 0.861 -4.810
N 0.010 -0.995 1.877
H 0.000 -3.797 3.641
H -5.582 -0.203 -2.248
C 2.123 6.390 -3.257
H -2.191 -3.153 4.579
C 2.862 5.232 -3.442
H -4.704 3.512 -0.293
C -2.968 -4.781 1.703
H 4.149 0.067 6.529
H 2.214 0.121 5.002
H -0.332 5.162 -1.271
N 0.947 -2.587 -0.558
C 2.197 0.995 1.328
C -5.877 0.798 -1.954
C 0.835 2.751 -1.422
C -4.675 -0.876 0.393
C -3.085 -5.099 4.459
C -0.392 2.071 -1.970
H -3.147 -5.214 5.533
C -2.554 2.743 -2.382
H -3.458 3.160 -2.798
C 1.541 2.242 -0.375
C -2.538 -3.943 3.924
C 1.229 -0.982 2.484
C 1.380 -2.110 3.303
N 4.822 -0.612 -3.924
C -1.303 2.935 -2.788
H 0.566 1.857 -4.671
C -2.521 1.767 -1.285
C 0.917 1.141 -3.939
H 6.792 -0.313 3.182
C -6.612 3.384 -1.259
H -6.901 4.389 -0.980
H 3.219 3.728 -0.233
C -5.375 2.891 -0.877
C 2.428 -4.355 0.097
C 0.223 -2.850 3.179
H -0.967 0.460 -3.226
C 0.973 6.364 -2.476
S 6.076 -1.555 -3.578
C -2.477 -3.776 2.539
H -7.779 0.681 -2.930
C 1.602 -0.847 -2.087
H 4.009 2.229 1.826
Pd -0.530 0.102 0.268
C 5.792 -0.205 3.580
H 0.403 7.270 -2.318
C -0.620 -2.152 2.296
C 2.451 4.042 -2.852
C 2.757 2.836 0.156
C 4.305 -0.002 5.461
C 3.218 0.026 4.604
C -3.550 -6.104 3.621
H -2.915 -4.659 0.627
C 3.833 -0.992 -3.115
H -8.446 2.974 -2.295
N 0.464 -0.232 -1.912
C 1.187 -3.718 0.084
C -0.003 0.797 -2.821
H -3.969 -7.008 4.042
C -3.487 -5.946 2.243
C 0.559 5.179 -1.889
C 4.190 -2.053 -2.252
H 2.444 7.316 -3.716
H 3.761 5.251 -4.043
H -4.739 -2.687 1.613
N 5.432 -2.469 -2.410
H 2.253 -2.346 3.888
H 4.864 -0.236 1.648
C 4.708 -0.155 2.718
C 1.297 4.009 -2.075
C 3.411 -0.033 3.222
C 5.592 -0.121 4.951
H 6.440 -0.154 5.623
C -3.557 -0.105 -0.059
C 3.158 2.076 1.185
C 3.203 -2.633 -1.351
H 3.034 3.140 -2.988
C -4.179 -1.926 1.095
C 1.940 -2.047 -1.266
C -3.673 1.082 -0.798
C 2.136 0.592 -4.024
H 4.431 -4.260 -0.688
N 1.229 1.125 0.388
H -3.844 -6.730 1.588
C -5.000 1.588 -1.210
C 3.453 -3.799 -0.630
C 2.249 0.015 2.313
C -1.926 -2.540 1.950
C -7.481 2.588 -1.994
C -7.110 1.298 -2.346
C 2.526 -0.408 -3.087
H -0.963 3.571 -3.592
N -2.398 -0.684 0.387
N -1.279 1.496 -0.968
H -5.709 -0.629 0.229
H 0.351 -4.155 0.613
C -2.761 -1.789 1.116
H 2.560 -5.279 0.643
*
```